Entry 1
C3H8O4 | the ωB97M-V functional and the def2-TZVPD basis

## Properties
* structure (SMILES): COCC(=O)O.O
* highest occupied orbital energy: -10.53 eV
* charge: 0

The geometry in XYZ format:
```
15
C3H8O4 (the ωB97M-V functional and the def2-TZVPD basis)
O 2.891 1.642 -0.976
O -3.570 -1.907 -2.936
O 3.046 0.744 1.112
O 0.610 0.530 1.482
C 0.915 0.685 0.095
C 2.359 1.123 0.028
C -0.603 -0.197 1.566
H -1.023 -0.132 2.584
H -3.028 -1.967 -3.756
H -0.364 -1.253 1.350
H 2.307 0.575 1.758
H 0.265 1.483 -0.312
H -1.367 0.144 0.847
H 0.682 -0.250 -0.450
H -3.120 -1.222 -2.392
```

From a natural (NBO) analysis of the wavefunction, the atomic charges in e read: number 1, O, carries -0.573; number 2, O, carries -0.938; number 3, O, carries -0.652; number 4, O, carries -0.561; number 5, C, carries -0.192; number 6, C, carries 0.750; number 7, C, carries -0.256; number 8, H, carries 0.207; number 9, H, carries 0.472; number 10, H, carries 0.178; number 11, H, carries 0.505; number 12, H, carries 0.208; number 13, H, carries 0.177; number 14, H, carries 0.208; number 15, H, carries 0.467



Entry 2
C3H8O4 | the ωB97M-V functional and the def2-TZVPD basis

## Properties
* structure (SMILES): O=C(O)CCO.O
* highest occupied orbital energy: -10.18 eV
* charge: 0

The geometry in XYZ format:
```
15
C3H8O4 (the ωB97M-V functional and the def2-TZVPD basis)
O -1.253 -0.913 -1.320
O -2.473 -0.836 0.547
O 2.124 -0.287 1.195
O 1.453 2.413 -0.996
C 1.050 -0.678 0.363
C -0.260 0.106 0.571
C -1.363 -0.578 -0.168
H -0.120 1.134 0.231
H 1.812 3.201 -0.588
H -3.031 -1.321 -0.049
H 0.858 -1.735 0.524
H 2.291 0.598 0.900
H 1.307 -0.504 -0.678
H 1.720 2.365 -1.917
H -0.534 0.335 1.608
```

From a natural (NBO) analysis of the wavefunction, the atomic charges in e read: number 1, O, carries -0.606; number 2, O, carries -0.670; number 3, O, carries -0.702; number 4, O, carries -0.960; number 5, C, carries -0.047; number 6, C, carries -0.564; number 7, C, carries 0.793; number 8, H, carries 0.255; number 9, H, carries 0.479; number 10, H, carries 0.490; number 11, H, carries 0.178; number 12, H, carries 0.464; number 13, H, carries 0.176; number 14, H, carries 0.485; number 15, H, carries 0.227



Q: Which of them is the most stable? A: entry 2.



Entry 1
C3H8O4 | the ωB97M-V functional and the def2-TZVPD basis

## Properties
* structure (SMILES): O=C(O)CCO.O
* highest occupied orbital energy: -10.57 eV
* charge: 0

The geometry in XYZ format:
```
15
C3H8O4 (the ωB97M-V functional and the def2-TZVPD basis)
O -0.014 -1.671 0.081
O 0.533 -0.580 2.661
O 1.301 1.838 -0.872
O -0.355 1.557 0.825
C 0.141 -1.050 -1.148
C -0.513 0.351 -1.351
C 0.195 1.395 -0.458
H -0.264 -0.073 2.520
H 1.204 -0.959 -1.388
H -0.308 2.467 1.096
H 0.410 -1.050 0.732
H -0.536 0.629 -2.460
H 0.060 -1.414 2.485
H -0.352 -1.739 -1.834
H -1.503 0.298 -0.891
```

From a natural (NBO) analysis of the wavefunction, the atomic charges in e read: number 1, O, carries -0.725; number 2, O, carries -0.917; number 3, O, carries -0.563; number 4, O, carries -0.729; number 5, C, carries -0.048; number 6, C, carries -0.544; number 7, C, carries 0.780; number 8, H, carries 0.471; number 9, H, carries 0.170; number 10, H, carries 0.505; number 11, H, carries 0.476; number 12, H, carries 0.255; number 13, H, carries 0.466; number 14, H, carries 0.182; number 15, H, carries 0.221



Entry 2
C3H8O4 | the ωB97M-V functional and the def2-TZVPD basis

## Properties
* highest occupied orbital energy (alpha / beta): -9.30 / -8.95 eV
* charge: 0

The geometry in XYZ format:
```
15
C3H8O4 (the ωB97M-V functional and the def2-TZVPD basis)
O -0.147 -0.667 -1.412
O 1.417 0.328 0.467
O 1.795 1.164 -1.079
O 2.012 -0.798 0.485
C -0.625 -1.440 0.760
C -0.985 1.003 0.100
C -0.260 -0.297 -0.131
H 2.029 2.009 -0.672
H -0.678 -1.130 1.803
H -0.623 1.776 -0.575
H -2.049 0.850 -0.102
H 0.468 -0.049 -1.861
H -1.588 -1.846 0.439
H -0.875 1.332 1.133
H 0.109 -2.238 0.645
```

From a natural (NBO) analysis of the wavefunction, the atomic charges in e read: number 1, O, carries -0.692; number 2, O, carries -0.056; number 3, O, carries -0.687; number 4, O, carries -0.249; number 5, C, carries -0.704; number 6, C, carries -0.704; number 7, C, carries 0.664; number 8, H, carries 0.452; number 9, H, carries 0.231; number 10, H, carries 0.242; number 11, H, carries 0.231; number 12, H, carries 0.533; number 13, H, carries 0.248; number 14, H, carries 0.227; number 15, H, carries 0.263



Q: Which of them is the most stable? A: entry 1.



Entry 1
C3H8S | the ωB97M-V functional and the def2-TZVPD basis

## Properties
* highest occupied orbital energy: -8.37 eV
* charge: 0

The geometry in XYZ format:
```
12
C3H8S (the ωB97M-V functional and the def2-TZVPD basis)
S -3.326 0.082 0.002
C 1.762 0.144 -0.165
C -0.508 -0.757 -0.023
C 0.257 0.484 -0.189
H -0.741 -1.365 -0.878
H 0.018 0.958 -1.141
H -0.604 -1.209 0.948
H -3.291 0.289 1.313
H 2.342 1.042 -0.364
H 1.995 -0.596 -0.928
H 2.047 -0.257 0.803
H 0.049 1.184 0.621
```

From a natural (NBO) analysis of the wavefunction, the atomic charges in e read: number 1, S, carries -0.454; number 2, C, carries -0.592; number 3, C, carries -0.053; number 4, C, carries -0.509; number 5, H, carries 0.201; number 6, H, carries 0.229; number 7, H, carries 0.196; number 8, H, carries 0.106; number 9, H, carries 0.227; number 10, H, carries 0.208; number 11, H, carries 0.208; number 12, H, carries 0.232



Entry 2
C3H8S | the ωB97M-V functional and the def2-TZVPD basis

## Properties
* structure (SMILES): C=CC.S
* highest occupied orbital energy: -9.66 eV
* charge: 0

The geometry in XYZ format:
```
12
C3H8S (the ωB97M-V functional and the def2-TZVPD basis)
S -2.699 0.700 -0.600
C 0.618 -1.399 0.235
C 1.101 0.987 -0.198
C 1.228 -0.279 0.608
H -3.816 -0.032 -0.756
H -2.286 -0.045 0.388
H 1.006 0.826 -1.272
H 2.010 1.584 -0.082
H 1.894 -0.231 1.458
H 0.695 -2.325 0.784
H -0.015 -1.415 -0.643
H 0.263 1.630 0.078
```

From a natural (NBO) analysis of the wavefunction, the atomic charges in e read: number 1, S, carries -0.285; number 2, C, carries -0.406; number 3, C, carries -0.658; number 4, C, carries -0.173; number 5, H, carries 0.145; number 6, H, carries 0.140; number 7, H, carries 0.219; number 8, H, carries 0.213; number 9, H, carries 0.197; number 10, H, carries 0.197; number 11, H, carries 0.193; number 12, H, carries 0.218



Entry 3
C3H8S | the ωB97M-V functional and the def2-TZVPD basis

## Properties
* structure (SMILES): CCCS
* highest occupied orbital energy: -9.08 eV
* charge: 0

The geometry in XYZ format:
```
12
C3H8S (the ωB97M-V functional and the def2-TZVPD basis)
S -1.063 1.949 -0.085
C 1.320 -0.359 0.138
C -0.017 -0.632 -0.569
C -1.222 0.136 0.017
H 2.167 -0.805 -0.429
H -1.416 -0.244 1.023
H 1.271 -0.766 1.175
H -0.048 -0.360 -1.678
H -0.145 -1.708 -0.535
H -0.270 2.024 1.085
H 1.616 0.804 0.371
H -2.193 -0.038 -0.512
```

From a natural (NBO) analysis of the wavefunction, the atomic charges in e read: number 1, S, carries -0.047; number 2, C, carries -0.619; number 3, C, carries -0.421; number 4, C, carries -0.522; number 5, H, carries 0.222; number 6, H, carries 0.211; number 7, H, carries 0.203; number 8, H, carries 0.202; number 9, H, carries 0.209; number 10, H, carries 0.130; number 11, H, carries 0.207; number 12, H, carries 0.225



Q: Which of them is the most stable? A: entry 3.



Entry 1
C6H10N | the ωB97M-V functional and the def2-TZVPD basis

## Properties
* structure (SMILES): CC=C=[N+]1C[C@@H]1C
* highest occupied orbital energy: -14.63 eV
* charge: +1

The geometry in XYZ format:
```
17
C6H10N (the ωB97M-V functional and the def2-TZVPD basis)
N 0.475 0.366 0.108
C -1.961 -0.274 -0.404
C 1.885 0.110 0.577
C -0.739 0.099 -0.102
C 1.492 1.381 -0.130
C -3.278 -0.214 0.338
C 2.429 -1.023 -0.210
H 2.214 -0.644 -1.223
H -3.381 -0.844 1.281
H 3.474 -1.087 -0.178
H 1.818 -1.798 0.112
H -4.100 -0.438 -0.337
H 1.788 1.722 -1.105
H -3.468 0.825 0.610
H 1.217 2.274 0.424
H -1.893 -0.765 -1.395
H 2.028 0.310 1.633
```

From a natural (NBO) analysis of the wavefunction, the atomic charges in e read: number 1, N, carries -0.326; number 2, C, carries -0.221; number 3, C, carries 0.028; number 4, C, carries 0.485; number 5, C, carries -0.223; number 6, C, carries -0.655; number 7, C, carries -0.611; number 8, H, carries 0.219; number 9, H, carries 0.268; number 10, H, carries 0.258; number 11, H, carries 0.239; number 12, H, carries 0.256; number 13, H, carries 0.249; number 14, H, carries 0.251; number 15, H, carries 0.240; number 16, H, carries 0.289; number 17, H, carries 0.255



Entry 2
C6H10N | the ωB97M-V functional and the def2-TZVPD basis

## Properties
* structure (SMILES): C=C/C=[N+]1/C[C@@H]1C
* highest occupied orbital energy: -14.91 eV
* charge: +1

The geometry in XYZ format:
```
17
C6H10N (the ωB97M-V functional and the def2-TZVPD basis)
N 0.397 0.502 0.018
C 0.276 -1.838 0.728
C 0.836 -2.840 1.359
C -0.288 1.128 -1.037
C -1.755 1.179 -1.160
C 0.626 1.898 -0.096
C 0.710 -0.464 0.809
H -2.334 1.193 -0.197
H 1.500 -0.144 1.483
H -2.028 0.240 -1.765
H 1.711 2.188 -0.326
H 0.260 2.608 0.683
H 0.084 0.763 -2.051
H 1.839 -2.781 1.943
H -1.846 2.117 -1.602
H -0.543 -1.871 -0.022
H 0.556 -3.879 1.232
```

From a natural (NBO) analysis of the wavefunction, the atomic charges in e read: number 1, N, carries -0.266; number 2, C, carries -0.331; number 3, C, carries -0.195; number 4, C, carries -0.027; number 5, C, carries -0.627; number 6, C, carries -0.236; number 7, C, carries 0.266; number 8, H, carries 0.237; number 9, H, carries 0.222; number 10, H, carries 0.243; number 11, H, carries 0.251; number 12, H, carries 0.254; number 13, H, carries 0.253; number 14, H, carries 0.231; number 15, H, carries 0.250; number 16, H, carries 0.236; number 17, H, carries 0.238



Entry 3
C6H10N | the ωB97M-V functional and the def2-TZVPD basis

## Properties
* structure (SMILES): C=C=C/C(C)=[NH+]/C
* highest occupied orbital energy: -14.38 eV
* charge: +1

The geometry in XYZ format:
```
17
C6H10N (the ωB97M-V functional and the def2-TZVPD basis)
N 0.581 0.494 -0.711
C -3.428 1.416 0.708
C 0.840 -1.482 0.724
C 1.846 0.450 -1.399
C -2.275 0.787 0.637
C -1.212 -0.031 0.809
C 0.126 -0.303 0.213
H -4.292 1.077 0.160
H 1.731 -0.025 -2.375
H 1.801 -1.643 0.246
H -0.033 1.248 -1.008
H 2.593 -0.095 -0.826
H -3.522 2.341 1.252
H 0.224 -2.370 0.565
H -1.381 -0.709 1.648
H 2.198 1.468 -1.554
H 0.983 -1.398 1.801
```

From a natural (NBO) analysis of the wavefunction, the atomic charges in e read: number 1, N, carries -0.430; number 2, C, carries -0.415; number 3, C, carries -0.701; number 4, C, carries -0.434; number 5, C, carries 0.206; number 6, C, carries -0.426; number 7, C, carries 0.462; number 8, H, carries 0.266; number 9, H, carries 0.239; number 10, H, carries 0.249; number 11, H, carries 0.429; number 12, H, carries 0.231; number 13, H, carries 0.265; number 14, H, carries 0.283; number 15, H, carries 0.253; number 16, H, carries 0.244; number 17, H, carries 0.280



Entry 4
C6H10N | the ωB97M-V functional and the def2-TZVPD basis

## Properties
* highest occupied orbital energy (alpha / beta): -12.16 / -12.16 eV
* charge: +1

The geometry in XYZ format:
```
17
C6H10N (the ωB97M-V functional and the def2-TZVPD basis)
N 1.943 0.380 -0.249
C 0.790 -0.432 -0.083
C -1.182 0.223 0.335
C -2.042 0.049 -0.725
C 1.697 -0.950 -1.065
C -0.155 -0.547 1.075
C -0.605 0.832 1.507
H -1.491 0.144 -1.713
H -1.376 0.689 2.240
H -0.015 1.660 1.686
H -2.882 0.767 -0.871
H -2.499 -0.956 -0.815
H 0.031 -1.416 1.585
H 2.343 -1.770 -0.776
H 1.312 -0.833 -2.046
H 2.793 0.507 0.395
H 1.980 1.221 -0.739
```

From a natural (NBO) analysis of the wavefunction, the atomic charges in e read: number 1, N, carries -0.540; number 2, C, carries -0.013; number 3, C, carries 0.259; number 4, C, carries -0.721; number 5, C, carries -0.176; number 6, C, carries -0.267; number 7, C, carries -0.401; number 8, H, carries 0.279; number 9, H, carries 0.255; number 10, H, carries 0.229; number 11, H, carries 0.277; number 12, H, carries 0.259; number 13, H, carries 0.243; number 14, H, carries 0.240; number 15, H, carries 0.239; number 16, H, carries 0.424; number 17, H, carries 0.414



Q: Which of them is the most stable? A: entry 3.